(1)
Formula: C14H15NTeTl
Source: the Open Molecules 2025 dataset
Level of theory: ωB97M-V with the def2-TZVPD basis set

Geometry as ORCA input:
```
! RIJCOSX wB97M-V def2-TZVPD def2/J DEFGRID3
* xyz -1 1
H -1.593 3.451 3.508
H -0.049 -2.037 2.222
C -0.099 3.834 0.443
C 2.378 -0.698 0.435
H -2.213 0.232 -1.905
C -2.083 4.998 2.063
H 0.998 -1.923 -2.361
C -1.014 -1.676 1.835
H 2.833 1.416 -0.185
C 1.763 -1.774 -0.269
C -0.356 3.328 1.737
H -2.615 -3.672 -0.092
H 1.635 -2.794 0.110
C -1.456 -2.031 0.619
N -1.695 0.741 -1.180
H 2.797 -0.742 1.456
H -2.364 6.397 0.428
C -2.077 -2.738 -0.310
Tl -0.370 0.243 0.276
H 1.734 0.677 -2.561
C -0.830 4.930 -0.019
H -2.865 5.452 2.682
C 1.814 0.050 -1.672
H -1.604 -1.015 2.489
Te 0.595 1.610 2.452
C -1.367 3.901 2.546
H -0.639 5.330 -1.022
C 1.425 -1.312 -1.570
C 2.404 0.435 -0.435
C -1.810 5.520 0.789
H 0.623 3.326 -0.195
H -2.072 -2.405 -1.356
*
```

Values from the calculation:
- Highest occupied orbital energy: -0.1224 hartree

Atomic partial charges in e from the Löwdin method, atoms 1 to 6: H 0.0733; H 0.0802; C -0.1513; C -0.2895; H -0.1789; C -0.1120

=====

(2)
Formula: C14H16
Source: the Open Molecules 2025 dataset
Level of theory: ωB97M-V with the def2-TZVPD basis set

Geometry as ORCA input:
```
! RIJCOSX wB97M-V def2-TZVPD def2/J DEFGRID3
* xyz -1 2
H -3.345 1.307 1.741
H 2.705 -1.370 -0.781
H 5.072 0.882 -2.588
H 4.499 -0.893 -2.761
C -2.072 -0.239 2.380
H 0.930 2.997 -2.171
C 2.309 -0.398 -1.059
H -0.534 1.385 -0.996
C 1.315 2.010 -1.918
H -2.351 1.365 3.810
C 4.543 0.025 -2.184
H 0.314 -0.752 -0.260
C 0.990 -0.086 -0.782
C 2.652 1.704 -2.134
H -3.240 -2.179 -0.772
H -0.666 0.776 3.619
C -2.798 -1.594 0.036
H -0.819 -2.015 2.743
H 5.080 -0.169 -1.253
C 0.488 1.129 -1.238
C -3.140 -0.239 0.164
H -1.933 -0.156 4.526
C 3.134 0.442 -1.798
H -2.028 -3.353 1.017
C -2.798 0.424 1.394
H 3.304 2.498 -2.491
C -2.062 -2.265 0.984
C -1.594 -1.527 2.162
C -1.722 0.489 3.661
H -3.578 0.308 -0.658
*
```

Values from the calculation:
- Expectation value of S²: 0.762
- Highest occupied orbital energy (alpha / beta): 0.0196 / -0.1239 hartree

Atomic partial charges in e from the Löwdin method, atoms 1 to 6: H 0.0652; H 0.1079; H 0.0635; H 0.0739; C -0.3873; H 0.0951

=====

(3)
Formula: C14H16
Source: the Open Molecules 2025 dataset
Level of theory: ωB97M-V with the def2-TZVPD basis set

Geometry as ORCA input:
```
! RIJCOSX wB97M-V def2-TZVPD def2/J DEFGRID3
* xyz 0 1
H 2.398 -2.490 -1.695
H 0.288 3.474 1.912
C -2.835 2.039 -1.299
C -0.536 2.445 -0.745
H 1.164 4.055 0.614
C 0.148 4.079 1.010
H 0.517 2.342 -0.989
C -0.293 -3.438 0.091
H 1.899 -2.686 2.498
H -2.585 4.546 0.929
C -0.914 3.423 0.183
H 0.084 -3.185 -2.007
C 1.845 -2.874 -0.843
H 4.025 -1.243 0.607
C 3.854 -2.309 0.540
C -3.231 3.009 -0.403
H -3.555 1.537 -1.936
C 0.260 -3.324 1.356
H -1.335 -3.726 0.023
H 4.393 -2.892 1.285
H -1.240 1.067 -2.268
C 2.428 -2.767 0.418
H -0.089 5.087 1.311
C 0.495 -3.139 -1.009
C -1.486 1.765 -1.478
C -2.262 3.697 0.330
C 1.616 -3.042 1.512
H -0.332 -3.433 2.254
H 4.401 -2.720 -0.320
H -4.246 3.337 -0.219
*
```

Values from the calculation:
- SMILES: Cc1ccccc1.Cc1ccccc1
- Highest occupied orbital energy: -0.3303 hartree

Atomic partial charges in e from the Löwdin method, atoms 1 to 6: H 0.1095; H 0.0854; C -0.1053; C -0.0557; H 0.0744; C -0.0595

=====

Relative energy (zero: lowest compared OMol25 entry of this formula, charge and spin)? In order: 0.0; 6.1; 15.2 kcal per mole.